Entry from OMol25: a 2-piece molecular cluster, C7H16O overall in a non-equilibrium geometry (ωB97M-V/def2-TZVPD).

Structure (XYZ):
```
24
Properties=species:S:1:pos:R:3:forces:R:3:lowdin_charge:R:1
C -0.37314 2.24045 -1.98389 -0.7 -0.7 -0.5 -0.103
C -0.81137 1.24244 -0.93901 1.1 0.3 0.8 -0.173
C -0.94850 1.53585 0.34689 0.9 -0.7 0.2 -0.120
C -1.21834 0.53055 1.46347 -2.0 1.7 -0.6 -0.207
C -1.04738 -0.93229 1.13085 1.2 0.6 0.0 -0.221
C 0.40349 -1.44920 1.14699 -0.1 0.3 -1.8 -0.222
C 0.63647 -2.44253 -0.03338 1.1 0.0 0.7 -0.103
H -1.11436 3.02396 -2.13993 0.1 0.1 0.1 0.069
H -0.32532 1.67413 -2.90523 0.1 0.2 -0.5 0.059
H 0.61838 2.66212 -1.84566 0.0 0.0 0.4 0.068
H -0.74747 0.18720 -1.17446 -0.3 0.0 -0.5 0.085
H -0.80142 2.55751 0.65830 -0.2 0.3 0.1 0.105
H -2.29736 0.76768 1.54547 -0.1 -0.7 0.3 0.113
H -0.90894 0.92238 2.42928 0.9 -0.4 0.1 0.107
H -1.63918 -1.52991 1.77485 -0.8 -0.6 0.6 0.099
H -1.42504 -1.04238 0.12298 -0.3 -0.3 -0.1 0.087
H 0.71113 -1.92440 2.07292 -0.2 0.1 0.2 0.101
H 1.05277 -0.59928 0.93223 0.1 0.1 0.5 0.077
H -0.27939 -2.88525 -0.40955 0.0 -0.3 0.1 0.070
H 1.19658 -2.05706 -0.89345 -0.5 0.5 0.0 0.053
H 1.35989 -3.17305 0.33096 -0.4 -0.6 -0.1 0.065
O 2.56125 0.56230 -0.76634 0.3 -0.4 0.4 -0.054
H 3.19883 0.45924 -0.04453 -0.1 0.3 -0.2 0.047
H 2.19842 -0.33047 -0.81974 -0.2 0.1 -0.2 -0.002
```
Positions in Å, forces in eV/Å.

Calculated values
Maximum force ... 2.65 eV Å⁻¹
Energy above the lowest of the compared OMol25 structures with the same formula, charge and spin ... 36.3 kcal per mole
Total charge ... 0
Energy ... -9564.6978 eV
SMILES string ... C/C=C/CCCC.O
Lowest unoccupied orbital energy ... 0.9 eV
Highest occupied orbital energy ... -0.3232 Ha